# C5H4N4

A single C5H4N4 molecule at a distorted geometry (ωB97M-V with the def2-TZVPD basis set, OMol25).

```
13
Properties=species:S:1:pos:R:3
H -3.22336 0.31720 0.40936
C 1.28546 0.33933 -0.10711
N 3.32866 -1.29038 0.08265
N 1.52975 1.61791 -0.07087
H -0.17774 -2.24351 -0.17646
H 2.53100 1.68764 -0.04118
H -1.31881 1.89123 0.12106
N -2.00691 -1.25279 -0.02281
C -0.12946 -0.00741 -0.13029
C -1.20262 0.82686 0.01425
N -2.33899 0.03948 0.03322
C -0.68146 -1.29985 -0.14931
C 2.40447 -0.62570 0.03749
```

- DFT total energy (eV) = -11208.604
- highest occupied orbital energy (eV) = -9.87
- SMILES string = [H]/N=C(\C#N)c1cn[nH]c1
- charge = 0
- relative energy (zero: lowest compared OMol25 entry of this formula, charge and spin) (kcal per mole) = 43.7
- HOMO-LUMO gap (eV) = 9.53